Below is a molecular structure, C16H7Br4CuN8O3 in a non-equilibrium geometry, with properties calculated with ωB97M-V/def2-TZVPD.

Its total charge is -2. The calculated total energy is -359581.2537 eV. The calculation puts the largest force on an atom at 0.0380 Eh/bohr.

Cartesian coordinates (Å):
Cu1 0.431 0.629 -0.041
Br1 2.126 -5.780 1.656
C1 2.180 -3.998 1.010
C2 3.289 -3.534 0.335
Br2 4.804 -4.646 0.096
C3 3.275 -2.234 -0.175
Br3 4.790 -1.557 -1.109
C4 2.186 -1.383 -0.054
O1 2.165 -0.206 -0.586
C5 1.051 -1.842 0.720
O2 0.066 -1.054 0.945
C6 1.091 -3.151 1.198
Br4 -0.429 -3.735 2.183
N1 -2.622 2.511 0.722
C7 -1.661 2.416 -0.208
N2 -1.469 1.146 -0.525
C8 -2.418 0.486 0.225
N3 -3.114 1.304 1.008
C9 -2.683 -0.920 0.110
C10 -3.573 -1.578 0.975
N4 -3.916 -2.837 0.806
C11 -3.317 -3.494 -0.191
C12 -2.393 -2.867 -1.012
N5 -2.102 -1.586 -0.900
H1 -2.931 3.333 1.217
H2 -1.162 3.262 -0.629
H3 -4.015 -1.060 1.814
H4 -3.601 -4.530 -0.317
H5 -1.887 -3.398 -1.811
N6 2.645 2.710 -0.909
C13 1.543 3.257 -0.316
O3 0.872 2.581 0.506
C14 1.224 4.611 -0.626
C15 0.136 5.242 -0.041
N7 -0.773 5.789 0.423
C16 1.947 5.341 -1.555
N8 2.536 5.937 -2.355
H6 2.697 1.699 -0.845
H7 3.011 3.136 -1.745